Entry from the OMol25 dataset: a gas-phase ion, C5H4NO2 (charge -1) (ωB97M-V/def2-TZVPD).

```
12
Properties=species:S:1:pos:R:3:forces:R:3
C -0.2304 0.6447 0.3587 0.4004 -1.6000 -0.7137
C 0.5765 1.6563 0.2271 0.6545 -0.7972 0.0419
C 1.6231 -0.8149 -0.1976 -0.0929 -0.3001 -0.3160
C 0.5795 -0.7787 0.6774 -0.6063 1.7720 0.5499
C -1.6961 0.2840 0.0938 1.5162 2.5758 -2.2097
N 2.0067 -1.1711 -1.3428 2.1223 1.0793 0.6405
O 1.4742 2.4280 0.1807 -0.8692 0.2776 0.0168
O 0.2648 -1.3649 1.7212 -0.0675 -0.3801 0.0389
H -1.8208 -0.4242 -0.8046 0.1187 0.8669 1.6677
H -2.1691 1.2794 -0.1227 -0.2354 -1.0823 0.0279
H -1.9671 -0.0284 1.0494 -1.3294 -1.2667 1.1697
H 1.3586 -1.7103 -1.8406 -1.6115 -1.1452 -0.9137
```
Forces are in eV/Å.

The total charge is -1. Its spin multiplicity is 1. For the energy above the lowest of the compared OMol25 structures with the same formula, charge and spin, the calculation gives 74.5 kcal per mole.

=====

Entry from the OMol25 dataset: a molecular structure, C5H4NO3S2 (ωB97M-V/def2-TZVPD).

```
15
Properties=species:S:1:pos:R:3:forces:R:3
C 2.0071 0.4168 -0.2375 0.5989 -0.6505 0.5841
C 3.2625 0.6680 -0.5952 0.1189 0.8582 -1.2473
C -1.1825 -1.1718 -0.2722 0.9407 0.5132 -0.5920
C -1.8345 1.4794 0.3335 1.7904 -0.6036 -1.1881
C -0.2779 -0.0836 -0.0953 -0.1939 0.7696 -1.1038
N -1.5103 -1.7071 0.9856 -1.9048 -3.7813 -1.6186
O -1.5058 2.2846 -0.4329 0.2220 1.8513 -1.2417
O -1.6090 -1.5248 -1.3695 -0.5199 -0.6082 0.3754
O -2.4861 1.0088 1.1645 -1.9559 -1.0156 2.4596
S 1.0171 -0.2285 1.1096 1.3730 0.5979 -0.0761
S 0.8398 0.5182 -1.4601 -2.7948 -0.6755 0.0766
H 3.2885 0.9849 -1.7122 0.7177 -0.4641 2.0777
H 4.0992 0.7269 0.0735 0.3554 -0.0530 -0.0520
H -1.7658 -0.9843 1.5709 -0.5276 1.8694 1.7006
H -2.3422 -2.3874 0.9373 1.7800 1.3921 -0.1542
```
Forces are in eV/Å.

The total charge is -1. Its spin multiplicity is 1. For the energy above the lowest of the compared OMol25 structures with the same formula, charge and spin, the calculation gives 22.5 kcal per mole.

=====

Entry from the OMol25 dataset: 2 unconnected molecules or ions with the total composition C5H4NO3S2 (ωB97M-V/def2-TZVPD).

```
15
Properties=species:S:1:pos:R:3:forces:R:3
C 1.2142 -0.0381 -1.2832 2.0960 -1.0816 -2.9407
C 1.6217 1.1532 -0.8380 0.6771 -0.0516 0.8706
C -0.2967 -1.6430 0.0046 -0.0783 -1.1874 -0.8456
C -0.6475 0.4559 0.1687 0.0918 -1.4557 -0.8363
C -0.9673 -0.7939 1.0715 -2.5964 0.9486 -2.6572
N 0.0890 -0.5527 -0.7269 -1.4705 2.4474 1.1895
O -4.4329 0.1187 1.1738 -0.1230 -1.1131 1.1194
O -0.1857 -2.8135 -0.3188 -0.1125 0.3489 0.7979
O -5.2862 1.1535 -0.8788 0.6802 -0.2307 0.2968
S 0.6567 1.7141 0.4941 -0.8009 0.0306 0.7803
S -4.1879 1.0304 0.0939 -0.1731 1.4349 -1.3517
H 1.6981 -0.6075 -2.1407 -0.4647 0.7835 1.3424
H 2.5861 1.6726 -0.9416 -0.6760 -0.4878 -0.6784
H -2.0259 -0.9100 1.3749 0.3486 -0.3203 -0.7170
H -0.4725 -0.7951 1.9327 2.6017 -0.0658 3.6300
```
Forces are in eV/Å.

The total charge is -1. Its spin multiplicity is 1. For the energy above the lowest of the compared OMol25 structures with the same formula, charge and spin, the calculation gives 84.7 kcal per mole.

=====

Entry from the OMol25 dataset: a molecular structure, C5H4O (ωB97M-V/def2-TZVPD).

```
10
Properties=species:S:1:pos:R:3:forces:R:3
C 2.2220 -0.3753 0.3045 0.7433 -2.2851 -2.0635
C 0.9998 -0.8101 -0.1812 0.6553 -0.3945 -0.3509
C -0.0173 0.3026 -0.0650 -2.2126 -4.2236 -0.4865
C -1.4768 -0.0658 0.0748 1.6061 0.4430 0.2325
C -2.6234 -0.3898 0.1810 -3.0045 -0.6296 -1.1074
H 2.9093 -1.2665 -0.1923 -0.3360 2.8454 2.2639
H 2.5785 0.7425 0.8888 -1.4019 -4.0306 -2.1245
H 0.7368 -1.9817 -0.9009 1.0151 4.0920 2.7378
H -3.7300 -0.6388 -0.0166 2.5538 0.5243 0.8490
O 0.3600 1.3969 -0.2079 0.3812 3.6588 0.0495
```
Forces are in eV/Å.

The total charge is 0. Its spin multiplicity is 1. For the energy above the lowest of the compared OMol25 structures with the same formula, charge and spin, the calculation gives 106.7 kcal per mole.

=====

Entry from the OMol25 dataset: a molecular structure, C5H4O (ωB97M-V/def2-TZVPD).

```
10
Properties=species:S:1:pos:R:3:forces:R:3
C -0.8979 0.6799 -0.6174 -6.3417 3.1178 -0.6951
C 1.0129 -0.2616 -0.8911 2.9460 -1.4307 0.1169
C -0.0426 -0.2101 1.0386 -4.0868 -0.5914 3.2802
C 0.3688 0.7706 0.0432 1.2716 -0.1886 -0.6838
C -0.3361 -0.6492 -0.4273 -0.3949 0.3986 1.5249
O -2.5915 1.4278 -0.1441 5.2028 -2.3951 -1.2630
H 1.1817 -0.1961 -1.9679 -0.1029 0.7171 0.3889
H 1.8860 -0.7943 -0.3407 -1.6200 0.7938 -1.0955
H 0.4491 -0.8992 1.7174 1.1017 0.3154 -0.5015
H -1.0304 0.1324 1.5893 2.0242 -0.7369 -1.0721
```
Forces are in eV/Å.

The total charge is 0. Its spin multiplicity is 1. For the energy above the lowest of the compared OMol25 structures with the same formula, charge and spin, the calculation gives 221.8 kcal per mole.

=====

Entry from the OMol25 dataset: C5H4O in the gas phase (ωB97M-V/def2-TZVPD).

```
10
Properties=species:S:1:pos:R:3:forces:R:3
O -2.3948 -0.1771 0.1148 0.1416 0.1170 0.1866
C -1.2827 -0.6806 -0.4401 -0.4878 -0.3035 -1.1776
C -0.4574 -0.0412 -1.2771 0.2951 0.1853 -0.0348
C 0.7507 0.3477 -1.1896 -0.2768 0.1124 0.1867
C 1.7620 0.6396 -0.4413 -0.0769 -0.0335 -0.1395
C 1.7839 0.4007 0.8592 0.1249 -0.1793 0.1355
H -2.3834 0.7900 0.0204 -0.0272 -0.2520 -0.0269
H -1.1941 -1.7626 -0.3854 -0.2755 0.0369 0.4081
H 0.8225 -0.0707 1.1768 0.6703 0.3051 0.5137
H 2.5932 0.5542 1.5624 -0.0877 0.0116 -0.0516
```
Forces are in eV/Å.

The total charge is 0. Its spin multiplicity is 1. For the energy above the lowest of the compared OMol25 structures with the same formula, charge and spin, the calculation gives 104.5 kcal per mole. As for the SMILES: C=C=C=C=CO.

=====

no.,maximum force (eV/Å)
1,3.7
2,4.5
3,4.5
4,5.0
5,7.1
6,1.3